Below is a molecular structure, C35H53N4OP2V at a distorted geometry, with properties calculated with ωB97M-V/def2-TZVPD.

The geometry in ORCA input format:
```
! RIJCOSX wB97M-V def2-TZVPD def2/J DEFGRID3
* xyz 1 4
V 0.34 0.32 -0.22
P 2.11 0.58 -1.77
P -2.87 -0.50 0.95
O 1.22 -1.03 2.34
N -0.43 -1.30 -0.60
N 1.05 2.11 0.90
N 2.35 3.25 2.26
N -0.84 0.95 -1.90
C -1.82 -5.27 -3.25
C 3.44 2.16 -3.75
C 2.59 -2.16 -1.66
C 4.00 -0.70 -0.19
C -4.70 -2.51 -0.13
C -2.59 -0.54 -1.08
C -2.97 -3.19 1.52
C -2.54 -2.95 -3.03
C -2.18 0.67 -1.86
C -0.28 0.93 -3.14
C -3.94 -2.06 1.12
C 1.36 4.12 1.84
C 3.42 3.54 3.20
C -1.62 1.60 2.48
C -1.74 -2.82 -1.88
C -1.05 1.21 -4.28
C 0.56 3.41 0.98
C -1.05 -5.14 -2.08
C -2.42 1.40 -4.13
C 3.35 -0.83 -1.57
C 1.83 3.30 -2.26
C -2.49 -0.29 3.78
C -1.00 -3.92 -1.41
C 0.96 -0.45 1.35
C 1.06 0.25 -3.26
C -4.08 1.32 2.49
C -5.05 -1.87 2.17
C 4.04 2.58 -1.34
C 2.91 2.21 -2.31
C -3.01 1.12 -2.90
C -2.75 0.57 2.53
C 2.16 2.06 1.64
C 4.42 -0.79 -2.66
C -2.57 -4.18 -3.71
C -1.58 -1.53 -1.15
H 3.99 -0.83 -3.67
H 4.00 3.09 -3.94
H -4.07 -2.71 -1.00
H 3.27 -0.81 0.63
H -1.65 2.20 3.40
H -4.09 1.11 -2.73
H -0.63 1.12 2.42
H -2.35 -2.92 2.38
H -3.05 1.66 -4.98
H 2.29 4.25 -2.58
H 3.00 3.96 4.13
H -2.56 0.36 4.66
H 0.99 3.08 -2.93
H 2.81 1.21 1.82
H -3.18 -4.28 -4.61
H -3.17 -1.13 3.92
H 5.06 -1.68 -2.54
H -5.74 -1.07 1.85
H -3.15 -2.10 -3.38
H -0.43 -3.79 -0.49
H -4.67 -1.64 3.17
H -0.50 -5.99 -1.69
H -5.50 -1.81 -0.41
H 2.63 2.11 -4.49
H 2.24 -2.37 -2.68
H -5.63 -2.80 2.24
H 4.91 1.91 -1.42
H -4.20 1.78 1.49
H -2.31 -3.47 0.68
H 5.08 0.08 -2.58
H 4.13 1.33 -3.94
H 3.70 2.60 -0.30
H -3.59 -0.83 -1.39
H 0.95 -0.85 -3.34
H 4.76 -1.49 -0.08
H -3.57 -4.08 1.78
H -4.94 0.67 2.66
H -0.32 3.73 0.45
H -1.84 -6.22 -3.79
H 1.29 5.14 2.18
H 4.13 4.26 2.78
H 3.28 -2.97 -1.37
H 4.40 3.59 -1.60
H 1.72 -2.20 -0.99
H 4.51 0.27 -0.05
H -5.19 -3.47 0.12
H 1.53 0.58 -4.19
H -0.57 1.25 -5.25
H 1.44 3.44 -1.25
H -4.09 2.13 3.23
H 3.95 2.61 3.44
H -1.46 -0.70 3.75
H -1.72 2.28 1.63
*
```

**Energy relative to the best compared isomer or geometry (same formula, charge and spin)**: 130.5 kcal per mole
**Kohn-Sham gap (spin up / spin down)**: 5.88 / 5.83 eV
**Total energy**: -3286.09330 hartree
**⟨S²⟩**: 4.013

Here is what Mulliken gives for the atomic charges, in e:
1. V -0.0962
2. P 1.2436
3. P -0.0454
4. O -0.5196
5. N 0.0096
6. N 1.4679
7. N 0.3019
8. N 0.4126
9. C -0.6263
10. C -1.7747
11. C -1.7074
12. C -1.4628
13. C -2.1660
14. C 0.5475
15. C -1.7711
16. C -0.0255
17. C -0.2493
18. C 0.3279
19. C 2.3856
20. C -1.0868
21. C -0.8939
22. C -2.1114
23. C 0.3353
24. C -0.8001
25. C -1.1152
26. C -1.2385
27. C -0.7814
28. C 2.0364
29. C -1.4366
30. C -1.6921
31. C -0.1302
32. C 0.3424
33. C -1.2148
34. C -1.7046
35. C -1.9053
36. C -1.6775
37. C 2.3586
38. C -1.0559
39. C 2.3612
40. C -0.8306
41. C -2.0176
42. C -0.9275
43. C -1.4089
44. H 0.3071
45. H 0.5194
46. H 0.4278
47. H 0.0965
48. H 0.6480
49. H 0.5140
50. H 0.0997
51. H 0.2911
52. H 0.4200
53. H 0.5951
54. H 0.3586
55. H 0.5175
56. H 0.2148
57. H 0.1766
58. H 0.4539
59. H 0.2915
60. H 0.5442
61. H 0.4375
62. H 0.3794
63. H 0.4399
64. H 0.2896
65. H 0.4303
66. H 0.3765
67. H 0.3933
68. H 0.3505
69. H 0.4937
70. H 0.2895
71. H 0.3477
72. H 0.3208
73. H 0.3497
74. H 0.2770
75. H 0.1465
76. H 1.2041
77. H 0.3754
78. H 0.5714
79. H 0.5313
80. H 0.3557
81. H 0.6044
82. H 0.4362
83. H 0.5116
84. H 0.3225
85. H 0.6026
86. H 0.5590
87. H 0.1291
88. H 0.2199
89. H 0.5957
90. H 0.5480
91. H 0.4874
92. H 0.1636
93. H 0.4752
94. H 0.3119
95. H 0.2456
96. H 0.2941